ORCA calculation (ωB97M-V/def2-TZVPD) on the molecule C3H6N2O3 at a distorted geometry.

Relative energy (zero: lowest compared OMol25 entry of this formula, charge and spin)   811.0 kJ/mol
LUMO level   0.7 eV
Kohn-Sham gap   0.3675 Eh
Total energy   -452.892128 hartree
Structure (SMILES)   CN1OON(C)C1=O
E_HOMO   -0.34085 Eh
Total charge   0

```
14
C3H6N2O3 (ωB97M-V/def2-TZVPD)
O 1.105 1.067 -1.116
O -0.307 -2.016 -0.385
O -0.095 1.468 -0.428
N -0.832 0.277 -0.300
N 1.494 -0.168 -0.804
C 2.243 -0.239 0.472
C -0.099 -0.849 -0.506
C -2.277 0.278 -0.298
H -2.734 -0.518 0.269
H -2.610 0.117 -1.424
H -2.635 1.154 0.118
H 1.777 -1.168 0.952
H 2.061 0.524 1.146
H 3.306 -0.178 0.081
```

Atom charges from the Mulliken analysis, given in e for atoms 1 to 2: -0.1646 -0.5011

***

ORCA calculation (ωB97M-V/def2-TZVPD) on a 2-piece molecular cluster, C27H34N2O2S2 overall at a distorted geometry.

Relative energy (zero: lowest compared OMol25 entry of this formula, charge and spin)   12.7 kJ/mol
LUMO level   -1.7 eV
Kohn-Sham gap   0.1763 Eh
Total energy   -2105.545267 hartree
E_HOMO   -0.23779 Eh
Total charge   0

```
67
C27H34N2O2S2 (ωB97M-V/def2-TZVPD)
S 0.799 1.702 1.498
S -1.784 1.845 0.004
O 0.492 1.647 -1.131
O -3.522 -5.313 -0.892
N -5.236 -3.772 -0.745
N -4.112 -1.949 -0.049
C -4.565 0.424 0.046
C -6.414 -2.505 1.106
C -5.451 2.522 1.050
C -7.666 3.390 0.510
C -7.597 4.262 1.605
C -2.146 -2.564 -1.454
C -3.096 -2.961 -0.321
C -3.721 -0.672 0.108
C -4.053 -1.027 -4.378
C -3.280 -1.140 -3.215
C -3.922 -4.180 -0.680
C -4.378 -2.160 -5.125
C -4.414 1.525 0.891
C -6.442 4.295 2.409
C -0.119 1.717 0.102
C 2.444 1.570 -2.550
C -7.801 -3.006 0.702
C -3.911 -3.411 -4.714
C -5.788 -3.458 2.126
C -6.573 -1.125 1.723
C -6.609 2.530 0.230
C -3.167 -3.529 -3.539
C -2.892 -2.403 -2.756
C 1.933 1.626 -1.126
C -6.229 -4.668 -1.299
C -5.505 -2.447 -0.190
C -5.386 3.440 2.133
H -4.990 -2.074 -6.029
H -2.821 -4.510 -3.200
H -3.005 -0.251 -2.639
H -7.286 -1.187 2.559
H -5.625 -0.741 2.116
H -6.982 -0.412 0.995
H -6.593 -5.377 -0.538
H -8.440 4.905 1.843
H -7.070 -4.088 -1.700
H -6.699 1.831 -0.607
H -5.705 -4.477 1.722
H -3.601 1.582 1.634
H -8.567 3.348 -0.110
H 2.282 0.738 -0.570
H -6.387 4.962 3.274
H -6.438 -3.500 3.013
H -4.126 -4.305 -5.299
H -4.798 -3.109 2.444
H -5.372 0.403 -0.700
H -4.397 -0.042 -4.695
H 2.052 0.720 -3.110
H -7.810 -4.079 0.483
H -8.503 -2.852 1.534
H 2.327 2.531 -0.629
H -1.410 -3.376 -1.551
H -6.031 -1.833 -0.949
H 3.533 1.483 -2.512
H -2.652 -0.520 0.293
H -8.190 -2.453 -0.165
H 2.195 2.471 -3.114
H -5.765 -5.249 -2.106
H -4.497 3.421 2.770
H -2.542 -3.187 0.601
H -1.621 -1.641 -1.195
```

Atom charges from the Mulliken analysis, given in e for atoms 1 to 2: -0.3860 -0.2383

***

ORCA calculation (ωB97M-V/def2-TZVPD) on a 2-piece molecular cluster, C9H14 overall at a distorted geometry.

Relative energy (zero: lowest compared OMol25 entry of this formula, charge and spin)   24.3 kJ/mol
2S+1   2
LUMO level (spin up / spin down)   4.1 / 3.8 eV
Kohn-Sham gap (spin up / spin down)   0.1038 / 0.3111 Eh
Total energy   -351.270046 hartree
E_HOMO (spin up / spin down)   0.04535 / -0.17165 Eh
<S²>   0.754
Total charge   -1

```
23
C9H14 (ωB97M-V/def2-TZVPD)
C 1.692 -2.136 -0.669
C 1.580 0.365 -0.745
C -2.803 0.176 -1.460
C 1.194 -0.834 -0.131
C 0.547 1.654 0.987
C 1.210 1.605 -0.249
C 0.593 -0.744 1.137
C 0.253 0.485 1.674
C -2.786 -0.131 0.031
H 2.095 0.349 -1.699
H 0.319 -1.687 1.586
H 1.412 2.531 -0.771
H 2.034 -2.829 0.098
H -3.790 0.509 -1.781
H -2.539 -0.691 -2.058
H -2.121 0.969 -1.691
H -1.812 -0.449 0.369
H 2.516 -1.971 -1.368
H -3.635 -0.749 0.333
H 0.973 -2.697 -1.263
H -3.025 0.775 0.605
H -0.161 0.505 2.677
H 0.234 2.644 1.297
```

Atom charges from the Mulliken analysis, given in e for atoms 1 to 2: -2.0303 -2.2399

***

ORCA calculation (ωB97M-V/def2-TZVPD) on the molecule C5H8F2N4O at a distorted geometry.

Relative energy (zero: lowest compared OMol25 entry of this formula, charge and spin)   81.5 kJ/mol
LUMO level   0.4 eV
Kohn-Sham gap   0.3429 Eh
Total energy   -689.173147 hartree
Structure (SMILES)   C[C@H](O)N/C(F)=N/N=N\C=C\F
E_HOMO   -0.32721 Eh
Total charge   0

```
20
C5H8F2N4O (ωB97M-V/def2-TZVPD)
F 3.340 -0.069 -1.220
F 0.897 -1.584 1.539
O -1.481 -0.608 -2.092
N 2.233 1.402 1.941
N -0.608 -1.030 -0.048
N 0.283 0.618 1.222
N 1.003 1.321 2.071
C -3.000 -0.137 -0.312
C 2.517 0.550 -0.376
C 2.875 0.671 0.907
C -1.535 -0.137 -0.761
C 0.233 -0.573 0.873
H -3.197 -1.213 -0.179
H -1.177 0.830 -0.775
H 1.668 1.107 -0.721
H -2.996 0.521 0.526
H -3.559 0.406 -1.031
H -0.526 -2.027 -0.245
H -0.769 -0.444 -2.700
H 3.796 0.395 1.380
```

Atom charges from the Mulliken analysis, given in e for atoms 1 to 2: -0.2638 -0.3141

***

ORCA calculation (ωB97M-V/def2-TZVPD) on an isolated ion of composition C6H17N2 and charge +1 at a distorted geometry.

Relative energy (zero: lowest compared OMol25 entry of this formula, charge and spin)   76.2 kJ/mol
LUMO level   -3.1 eV
Kohn-Sham gap   0.3735 Eh
Total energy   -348.061837 hartree
Structure (SMILES)   CCN(C)C[C@H](C)[NH3+]
E_HOMO   -0.48866 Eh
Total charge   +1

```
25
C6H17N2 (ωB97M-V/def2-TZVPD)
N -0.633 0.408 -0.162
N 0.385 -1.157 1.662
C -2.363 -0.315 -1.806
C -1.342 1.703 -0.019
C 0.809 0.632 0.030
C 1.391 -0.114 1.264
C -0.863 -0.194 -1.503
C 2.749 -0.727 0.961
H -0.391 -1.173 -1.503
H 2.623 -1.716 0.538
H 1.062 1.691 0.003
H -2.527 -1.220 -2.386
H 0.706 -2.062 1.338
H 1.298 0.237 -0.865
H -2.413 1.527 0.010
H 1.414 0.534 2.122
H 0.109 -1.203 2.633
H -0.338 0.393 -2.260
H -2.924 -0.355 -0.873
H 3.417 -0.772 1.818
H -1.185 2.367 -0.870
H -0.496 -1.019 1.114
H -2.715 0.573 -2.333
H -0.988 2.113 0.924
H 3.214 -0.152 0.163
```

Atom charges from the Mulliken analysis, given in e for atoms 1 to 2: -0.2391 -0.2266

***

ORCA calculation (ωB97M-V/def2-TZVPD) on an isolated ion of composition C3H2FO3 and charge -1 at a distorted geometry.

Relative energy (zero: lowest compared OMol25 entry of this formula, charge and spin)   359.1 kJ/mol
LUMO level   4.0 eV
Kohn-Sham gap   0.2665 Eh
Total energy   -441.058659 hartree
Structure (SMILES)   O=C1O[C@@]1(F)C[O-]
E_HOMO   -0.11903 Eh
Total charge   -1

```
9
C3H2FO3 (ωB97M-V/def2-TZVPD)
F 1.587 1.590 0.727
O 3.888 -0.790 0.299
O -0.425 -1.477 0.103
O 2.114 0.050 -1.055
C 2.785 -0.327 0.064
C 1.480 0.265 0.331
C 0.200 -0.530 0.764
H 0.647 -0.955 1.729
H -0.422 0.433 1.113
```

Atom charges from the Mulliken analysis, given in e for atoms 1 to 2: -0.2682 -0.6043

***

ORCA calculation (ωB97M-V/def2-TZVPD) on a 8-piece molecular cluster, C57H125N5O11 overall at a distorted geometry.

Relative energy (zero: lowest compared OMol25 entry of this formula, charge and spin)   269.7 kJ/mol
LUMO level   0.5 eV
Kohn-Sham gap   0.3147 Eh
Total energy   -3347.768542 hartree
Structure (SMILES)   CC1(C)CCCC(C)(C)N1O.CC1(C)CCCC(C)(C)N1O.CC1(C)CCCC(C)(C)N1O.CC1(C)CCCC(C)(C)N1O.CC1(C)CCCC(C)(C)N1O.COCCOC.COCCOC.COCCOC
E_HOMO   -0.29755 Eh
Total charge   0

```
198
C57H125N5O11 (ωB97M-V/def2-TZVPD)
O 0.834 -2.039 -0.547
O 5.129 7.448 -0.192
O 0.409 7.022 -6.567
O 0.816 1.322 -0.890
O -2.067 2.342 3.103
O -4.438 0.142 -0.218
O -2.149 4.396 5.601
O -2.822 -6.585 0.245
O 1.190 -3.154 3.914
O 3.148 5.374 -0.724
O 7.021 -3.010 2.905
N 6.698 -2.386 1.692
N -4.150 1.116 -1.187
N -1.854 -7.589 0.003
N -0.045 6.298 -5.438
N -0.100 -2.659 4.136
C -0.694 -10.027 -0.836
C -2.498 -3.047 4.436
C 8.966 -1.306 1.502
C -2.596 -1.686 5.129
C 0.695 -0.386 3.671
C -6.646 1.182 -1.757
C 5.474 8.642 0.478
C 1.124 2.337 -1.811
C -2.903 3.264 5.216
C -1.560 4.748 -3.629
C 4.297 -2.031 2.428
C -1.473 -7.662 -1.397
C 0.458 -1.092 6.059
C -1.370 6.236 -3.388
C -2.594 -7.933 -2.417
C 0.564 -3.046 0.424
C -0.793 4.292 5.285
C -0.304 8.296 -4.097
C -0.290 4.234 -4.298
C -0.094 4.867 -5.716
C 5.629 -0.392 -0.117
C 7.122 -0.542 0.091
C -3.112 3.057 3.743
C 1.636 0.181 -1.033
C 4.092 7.668 -1.111
C -4.608 2.394 -3.735
C -0.745 -6.367 -1.771
C -4.166 -0.712 -3.009
C -3.516 0.528 -2.376
C -2.356 2.121 1.736
C -3.349 1.593 -3.430
C -1.519 -0.716 4.629
C -5.581 2.777 -0.086
C -3.496 -9.397 0.486
C -0.077 -1.296 4.631
C 5.065 -3.994 1.050
C 4.903 -1.705 0.070
C -0.944 -9.818 0.651
C -1.112 -4.773 3.478
C 7.068 -0.063 2.560
C 1.268 4.348 -6.175
C -5.340 1.943 -1.377
C 1.131 -0.795 0.047
C -1.021 7.072 -4.657
C -5.147 3.027 -2.443
C -0.402 -8.768 -1.591
C 3.672 6.301 -1.653
C -1.189 4.362 -6.627
C 5.285 -2.497 1.327
C 7.444 -1.127 1.511
C -2.278 7.415 -5.477
C -0.808 -4.288 5.903
C -1.995 -8.398 2.299
C 1.814 5.612 -0.352
C -2.126 0.074 -1.886
C -2.085 -8.771 0.813
C -1.083 -3.647 4.519
H -0.605 4.122 4.218
H 4.612 -2.401 3.411
H 1.385 4.539 -7.242
H 0.321 -0.077 6.437
H -4.014 2.435 3.673
H 0.208 -10.652 -0.836
H 0.725 0.662 3.966
H 5.060 -2.322 -0.823
H 6.163 8.443 1.301
H -5.051 -0.600 -3.636
H -3.308 -10.329 -0.049
H 3.836 -1.474 0.003
H -3.993 0.453 0.576
H -1.390 -5.206 5.982
H 2.713 0.344 -0.908
H -6.893 0.413 -1.029
H -1.471 -5.574 -1.990
H -1.177 -3.617 6.680
H -4.312 3.141 -4.478
H -0.321 -9.006 -2.650
H -1.161 -7.708 2.473
H -3.271 4.030 3.260
H 1.522 -1.294 6.203
H -1.433 -0.327 -2.620
H -3.621 -1.389 4.889
H 1.222 7.451 -6.280
H -3.133 1.141 -4.405
H -1.414 -4.436 2.485
H 9.147 -2.239 0.957
H 3.064 6.308 -2.566
H 0.533 -8.355 -1.193
H -2.111 1.114 1.400
H -3.406 -1.194 -3.629
H 3.201 8.205 -0.771
H 0.485 3.213 -1.846
H -0.046 -9.470 1.156
H -6.577 0.658 -2.718
H 1.221 -3.001 1.296
H 5.279 -4.598 1.934
H -0.795 8.762 -3.242
H -2.168 -7.928 -3.419
H 2.027 4.672 -5.458
H 0.162 -0.429 0.410
H -0.372 3.144 -4.378
H 0.715 8.033 -3.806
H -6.396 3.488 -0.223
H -2.444 6.890 -6.420
H -2.799 -2.864 3.401
H -3.430 2.260 1.563
H 4.585 5.817 -2.014
H 1.175 1.946 -2.837
H -2.017 -9.248 2.974
H -1.730 -5.645 3.706
H 5.441 -0.120 -1.160
H -2.456 4.495 -4.198
H -6.049 3.555 -2.753
H -1.621 0.894 -1.368
H -2.266 -5.832 0.478
H -3.231 -3.762 4.813
H -1.309 4.906 -7.561
H 1.337 4.664 -0.102
H -2.495 2.250 -3.243
H 1.400 3.263 -6.087
H 4.022 -4.225 0.816
H -4.398 3.772 -2.156
H -5.809 2.236 0.835
H -2.555 -1.803 6.216
H -0.104 -6.052 -0.946
H -1.522 0.212 5.199
H 5.207 0.363 0.548
H -0.126 -5.244 3.398
H 1.793 -0.724 0.916
H 5.679 -4.293 0.201
H 5.943 9.451 -0.089
H -2.343 -0.622 -1.072
H 7.566 -0.278 3.506
H -1.335 -10.756 1.041
H 3.346 -2.573 2.391
H 4.117 -0.959 2.426
H -5.376 1.800 -4.235
H -0.123 -6.357 -2.669
H 7.598 -3.737 2.644
H -4.157 -9.621 1.321
H 7.611 0.432 0.136
H 0.252 -4.484 6.061
H 7.697 -1.176 -0.585
H 1.821 6.154 0.607
H -2.326 6.616 -3.019
H 0.591 -3.995 -0.108
H 1.458 -3.680 4.686
H 0.605 4.377 -3.689
H 4.558 8.997 0.965
H -1.887 -0.398 3.649
H 1.418 -0.182 -2.045
H -2.618 2.270 5.591
H 4.438 8.186 -2.012
H -0.202 9.096 -4.837
H -2.767 -7.668 2.579
H -1.700 4.238 -2.670
H 7.444 0.913 2.234
H -0.986 3.308 -6.842
H -2.124 4.290 -6.069
H -3.879 3.479 5.653
H 1.252 6.227 -1.061
H -7.480 1.823 -2.052
H -3.989 -8.691 -0.175
H -0.458 -2.866 0.790
H -3.258 -8.767 -2.205
H 2.154 2.690 -1.669
H -0.278 5.238 5.483
H 6.009 0.126 2.727
H -4.407 -1.486 -2.275
H -1.937 2.910 1.107
H -0.053 -1.744 6.773
H -0.586 6.328 -2.637
H -2.380 8.468 -5.744
H 0.187 -0.401 2.699
H 9.516 -0.490 1.039
H -1.498 -10.494 -1.413
H -3.188 7.149 -4.927
H -4.674 3.344 0.133
H -0.279 3.569 5.932
H -3.294 -7.088 -2.377
H 9.417 -1.456 2.486
H 1.688 -0.691 3.331
```

Atom charges from the Mulliken analysis, given in e for atoms 1 to 2: -0.6726 -0.2894

***

ORCA calculation (ωB97M-V/def2-TZVPD) on the molecule C26H25F9N2O4.

Relative energy (zero: lowest compared OMol25 entry of this formula, charge and spin)   1.1 kJ/mol
LUMO level   0.4 eV
Kohn-Sham gap   0.3463 Eh
Total energy   -2315.183568 hartree
Structure (SMILES)   CCOC(=O)N1c2ccc(C(F)(F)F)cc2[C@@H](N(Cc2cc(C(F)(F)F)cc(C(F)(F)F)c2)C(=O)OC)C[C@H]1CC
E_HOMO   -0.33226 Eh
Total charge   0

```
66
C26H25F9N2O4 (ωB97M-V/def2-TZVPD)
F -3.197 -0.322 -4.521
F -1.260 -4.774 -4.442
F -1.709 -3.697 -1.198
F -1.833 1.335 -4.403
F -3.269 -2.395 -1.888
F -3.486 -3.425 -0.015
F -2.745 0.577 -2.615
F 0.476 -5.141 -3.226
F 0.706 -4.506 -5.265
O -1.325 1.240 3.757
O 3.282 -2.823 -0.802
O 0.378 2.718 3.718
O 2.455 -2.279 1.224
N -0.174 1.620 1.831
N 2.241 -0.832 -0.493
C -0.011 -0.328 0.446
C -2.210 0.195 -3.793
C -0.021 -2.880 -3.722
C -1.114 -2.064 -3.980
C -2.191 0.381 1.218
C 1.568 1.495 0.073
C 0.157 2.990 5.103
C -2.766 -0.704 0.584
C 0.082 -0.230 -2.958
C -0.036 -4.324 -4.154
C -0.457 1.822 3.157
C -0.980 3.980 5.311
C -1.960 -1.613 -0.087
C 1.110 -2.387 -3.086
C -0.817 0.571 1.155
C -2.597 -2.780 -0.781
C -0.585 -1.432 -0.151
C 0.872 2.362 1.136
C 2.360 -0.552 -1.918
C 1.462 0.002 0.404
C -1.047 -0.737 -3.588
C 2.927 -3.529 1.710
C 1.166 -1.054 -2.693
C 0.270 3.603 0.454
C -0.318 4.615 1.429
C 2.700 -2.050 -0.080
H 4.013 -3.588 1.622
H 2.623 -3.576 2.752
H 0.434 4.936 2.145
H 0.030 -2.167 -0.646
H -0.511 3.273 -0.236
H -1.070 4.209 6.369
H -1.998 -2.455 -4.458
H 2.482 -4.349 1.143
H 1.595 2.679 1.893
H 1.105 3.398 5.458
H -1.915 3.547 4.965
H -0.063 2.050 5.619
H 1.083 1.678 -0.886
H 0.099 0.812 -2.678
H -2.803 1.073 1.771
H -0.677 5.486 0.886
H 1.059 4.082 -0.128
H 2.497 0.518 -2.068
H 3.255 -1.080 -2.256
H 1.876 -0.156 1.409
H -1.154 4.186 1.973
H 2.615 1.791 -0.004
H -0.788 4.899 4.763
H -3.833 -0.853 0.616
H 1.942 -3.042 -2.872
```

Atom charges from the Mulliken analysis, given in e for atoms 1 to 2: -0.3090 -0.2875

***

It is found that the molar mass values, taken in the order of the records, are 118.1; 482.7; 122.2; 178.1; 117.2; 105.0; 1056.7; 600.5 g/mol.